No. 1
Entry from the Open Molecules 2025 dataset: an isolated ion of composition C5H10NS and charge +1 (the ωB97M-V functional and the def2-TZVPD basis).

Values from the calculation:
Charge = +1
2S+1 = 3
Energy relative to the best compared isomer or geometry (same formula, charge and spin) = 2.9275 eV
HOMO level (alpha / beta) = -12.84 / -13.84 eV

Element x y z (Å)
H (1.65924, -1.29998, 0.96483)
H (-1.53628, 0.86200, -1.88003)
H (1.57261, 1.41078, 1.10819)
H (-1.54913, 2.09483, -0.54922)
C (-1.65425, -1.43349, 0.20295)
S (-2.56539, -0.08945, 0.05169)
C (-1.31057, 0.98662, -0.82084)
H (1.25536, -2.55160, -0.18690)
H (0.28062, 0.80808, 1.88355)
H (0.66065, 1.20122, -1.02089)
H (-1.84433, -2.49535, 0.38152)
C (0.55317, 1.22483, 0.92921)
H (0.03225, 2.16970, 0.76605)
C (0.08950, 0.54154, -0.41520)
H (2.39007, -1.26535, -0.55040)
C (1.49057, -1.48492, -0.07038)
N (0.47588, -0.67946, -0.79415)

These are the Löwdin partial charges, in e, on atoms 1 to 8:
1. H 0.08
2. H 0.10
3. H 0.07
4. H 0.14
5. C -0.13
6. S 1.07
7. C -0.32
8. H 0.09

***

No. 2
Entry from the Open Molecules 2025 dataset: a 3-piece molecular cluster, C5H15NO2 overall (the ωB97M-V functional and the def2-TZVPD basis).

Values from the calculation:
Charge = -1
2S+1 = 2
Energy relative to the best compared isomer or geometry (same formula, charge and spin) = 0.8110 eV
HOMO level (alpha / beta) = 0.93 / -4.06 eV

Element x y z (Å)
H (-0.00878, 0.42738, -1.33197)
C (-0.33022, 2.28383, -0.45733)
N (0.05126, 0.89848, -0.44406)
O (-1.45304, -1.15624, -2.35961)
C (0.95615, 0.33296, 0.44237)
H (-1.37474, 2.36965, -0.77250)
H (0.31973, 2.93528, -1.04125)
H (-2.01225, -0.79410, -1.64492)
C (1.32063, -0.94633, 0.29993)
O (-3.28157, -0.73035, 0.22819)
C (2.43602, -1.64369, 1.01874)
H (2.66894, 1.06773, 1.37165)
H (1.33174, 0.90729, 2.52203)
H (-2.95521, -1.12999, 1.05732)
H (-2.68079, 0.03861, 0.15542)
H (2.82338, -2.42842, 0.36850)
H (-0.38564, 2.72752, 0.54274)
H (1.44071, 2.27271, 1.40108)
C (1.59705, 1.20123, 1.50346)
H (3.25905, -0.93179, 1.17247)
H (0.84344, -1.52637, -0.47408)
H (-1.79115, -2.06264, -2.42458)
H (2.17193, -2.07942, 1.98139)

These are the Löwdin partial charges, in e, on atoms 1 to 8:
1. H 0.09
2. C -0.26
3. N -0.06
4. O -0.16
5. C -0.38
6. H 0.03
7. H 0.06
8. H -0.03

***

No. 3
Entry from the Open Molecules 2025 dataset: a 2-piece molecular cluster, C3H9NO overall (the ωB97M-V functional and the def2-TZVPD basis).

Values from the calculation:
2S+1 = 1
Energy relative to the best compared isomer or geometry (same formula, charge and spin) = 1.8563 eV
HOMO level = -8.89 eV

Element x y z (Å)
H (0.07698, 1.09181, -0.56562)
H (3.20739, -0.60677, 0.29225)
H (1.05557, -0.49485, 1.71748)
H (3.09493, 1.17024, 0.52330)
H (2.41699, 0.35471, -0.81133)
C (0.01294, 0.59082, 0.40566)
H (-1.77444, -0.54078, -2.68087)
H (-1.98534, 0.54863, 0.97967)
H (-1.25775, -0.99348, 0.87756)
O (-2.21310, -0.84972, -1.85810)
N (-1.17936, 0.00328, 0.80537)
C (2.54628, 0.25211, 0.28525)
H (-1.71998, -0.50949, -1.09040)
C (1.20355, 0.26182, 0.93421)

These are the Löwdin partial charges, in e, on atoms 1 to 8:
1. H 0.11
2. H 0.07
3. H 0.10
4. H 0.07
5. H 0.07
6. C -0.25
7. H 0.05
8. H 0.08

***

No. 4
Entry from the Open Molecules 2025 dataset: C15H26Cl2IrNOP2 as an isolated structure (the ωB97M-V functional and the def2-TZVPD basis).

Values from the calculation:
Charge = +2
2S+1 = 5
HOMO level (alpha / beta) = -13.10 / -14.06 eV

Element x y z (Å)
P (-1.93325, 1.42785, -0.01409)
C (4.07896, 3.49440, 3.42903)
H (1.95029, -3.93676, -1.87038)
N (0.60540, 0.27367, 0.96361)
H (-1.99077, 0.55181, 2.24059)
Ir (-0.58913, -0.32971, -0.94988)
H (-2.82559, 2.13513, 2.11825)
H (-4.32818, 1.80911, -0.07508)
C (-2.72584, -2.57344, -1.09183)
H (1.30040, -2.46148, 1.16107)
H (3.34156, 2.60240, 5.25537)
H (4.65405, 4.23520, 1.48881)
H (-3.19607, -3.28040, -0.39360)
H (4.77725, 4.15387, 3.94077)
H (2.70991, -1.37870, 0.90694)
C (1.03905, -3.31955, -1.87858)
C (-3.66531, 0.99881, -0.40011)
H (3.62603, -1.93594, -2.11451)
O (-1.67903, -1.93604, 0.98204)
C (2.91867, -1.10256, -2.02437)
H (0.67449, -3.18067, -2.90810)
H (1.74175, 1.11099, 4.10148)
C (-1.73912, -1.77099, -0.24921)
H (-3.71873, 0.86915, -1.48543)
C (3.27343, 2.62801, 4.16567)
C (2.37414, 1.79184, 3.51177)
C (2.29602, 1.85351, 2.09808)
H (-3.53087, -1.89938, -1.44995)
H (2.75196, -3.06736, 0.31976)
H (-2.57857, 3.78752, -0.13117)
Cl (-1.24800, 0.09386, -3.08968)
H (-1.03280, 2.06516, 2.14528)
C (1.38467, 1.01191, 1.43183)
H (-3.93233, 0.06756, 0.11377)
C (-1.94447, 1.55620, 1.81066)
C (2.11129, -2.19162, 0.47790)
C (-1.73755, 3.19186, -0.51649)
H (3.38678, -0.28767, -1.46056)
H (2.66188, -0.74968, -3.03068)
H (-2.23029, -3.15945, -1.89741)
Cl (0.89883, 1.42021, -1.60364)
H (3.04881, 2.79051, 0.27300)
P (1.41113, -1.69192, -1.14043)
C (4.01068, 3.55102, 2.03618)
H (-0.80267, 3.60045, -0.11618)
H (0.26814, -3.74508, -1.23338)
C (3.11461, 2.73459, 1.36127)
H (-1.71359, 3.27095, -1.60833)

These are the Löwdin partial charges, in e, on atoms 1 to 8:
1. P 0.69
2. C 0.02
3. H 0.07
4. N 0.02
5. H 0.05
6. Ir 0.73
7. H 0.07
8. H 0.07

***

No. 5
Entry from the Open Molecules 2025 dataset: one molecule with the formula C4H3N3OS (the ωB97M-V functional and the def2-TZVPD basis).

Values from the calculation:
2S+1 = 1
Energy relative to the best compared isomer or geometry (same formula, charge and spin) = 2.2028 eV
HOMO level (alpha / beta) = -9.26 / -9.29 eV

Element x y z (Å)
N (0.58988, 2.22543, 0.62551)
C (-0.47961, -0.47714, 1.21615)
N (-0.85441, -1.70169, 1.00312)
O (0.87160, 1.45997, -1.49916)
C (0.58114, 1.31840, -0.35171)
H (-1.05949, -2.97067, -0.71257)
C (-0.66513, -1.99397, -0.33733)
S (1.49756, 3.48867, 0.87176)
N (-0.02627, 0.06124, 0.04961)
H (0.24218, -0.56883, -1.97568)
H (-0.66116, 0.09571, 2.03048)
C (-0.03630, -0.93710, -0.92017)

These are the Löwdin partial charges, in e, on atoms 1 to 8:
1. N -0.38
2. C -0.16
3. N 0.05
4. O 0.11
5. C -0.61
6. H 0.11
7. C -0.13
8. S 0.84

***

No. 6
Entry from the Open Molecules 2025 dataset: C34H39N3O11Y as an isolated structure (the ωB97M-V functional and the def2-TZVPD basis).

Values from the calculation:
Charge = -1
2S+1 = 1
Energy relative to the best compared isomer or geometry (same formula, charge and spin) = 0.0000 eV
HOMO level = -4.71 eV

Element x y z (Å)
C (-3.82937, 0.02053, 1.61986)
O (0.65613, 2.81395, -1.36445)
H (0.53876, -3.02318, 0.50931)
C (-3.13992, 0.50642, -3.47217)
C (0.88426, 0.10138, 2.01343)
H (-2.56515, -3.03016, 2.55748)
C (0.43437, 2.57027, 3.74475)
H (0.77665, 4.53115, -3.51645)
Y (0.83344, 0.44510, -0.74795)
H (-0.57259, 2.20974, 3.96056)
H (2.43477, 3.78223, 2.75550)
C (3.60583, 4.75174, -2.13473)
H (2.23696, -1.72720, 3.58170)
H (-0.13584, -4.67676, -4.25502)
O (5.33102, 3.40541, -1.01009)
O (2.48786, -1.22571, -0.29725)
C (0.40435, -2.34725, 2.56839)
C (-0.20681, -2.83463, 3.88810)
H (0.74043, -3.61801, -5.36036)
C (-0.21676, 3.81482, 1.69752)
H (-4.05350, -1.06850, 4.06185)
H (3.93686, -3.29048, -1.24669)
O (-1.48915, -1.08338, -0.66954)
H (-1.24708, 3.71920, 2.04309)
H (-4.12522, 0.07207, -3.39942)
O (1.64807, 0.93176, -3.02945)
C (4.19113, 3.57342, -1.34927)
O (-3.51089, -1.50758, -1.55719)
O (1.40134, 5.15651, -3.10532)
C (-2.33837, -0.85905, -1.49603)
H (0.16128, 4.77149, 2.06813)
C (1.80567, 3.32170, -1.56438)
C (-2.77038, -0.85702, 2.31100)
H (-1.13070, 2.48569, -5.34982)
N (-0.92185, 0.64459, -2.58303)
C (-1.14663, 0.98582, 1.63054)
C (0.84239, -4.25553, -4.48264)
C (-0.56721, 1.39944, -3.60976)
H (1.14219, 1.87417, 4.19698)
H (1.94815, -0.00094, 2.16985)
N (1.33330, -3.48911, -3.35374)
H (-3.67242, 0.09178, 0.54662)
H (3.07014, -4.60132, -3.20285)
C (0.09233, -3.34844, 1.44903)
H (-3.82534, 1.03340, 2.01695)
H (-1.28306, -2.97596, 3.84092)
C (0.51977, -2.44040, -2.88757)
C (0.92169, 1.68701, -3.73059)
H (-4.82383, -0.39785, 1.79495)
O (3.00458, 1.53792, -0.59845)
H (1.55145, -5.05552, -4.69015)
H (0.50441, -4.33032, 1.70127)
C (-1.48440, 1.83677, -4.56223)
O (4.21300, 5.72257, -2.52627)
C (2.19557, 4.42963, -2.31668)
C (1.92696, -2.38797, 2.77060)
H (2.27184, 3.51014, 1.03661)
O (1.25342, 2.60378, -4.48657)
H (-2.93954, 0.30808, 4.13154)
C (0.24293, 1.31272, 1.63444)
H (2.46271, -2.09985, 1.86808)
H (-1.91963, 1.71169, 1.43402)
C (2.98974, -3.07752, -1.71212)
H (0.00191, -2.12471, 4.69024)
H (-2.66890, -2.51524, 0.89876)
C (2.52566, -3.77507, -2.76332)
C (-3.04019, -0.73272, 3.82125)
H (-4.11963, -2.50562, 1.93687)
C (-2.79098, 1.39698, -4.48095)
H (2.22184, -3.40591, 3.03689)
H (2.79230, 2.18952, 2.08221)
H (0.23438, -3.79625, 4.16358)
H (0.56576, 3.54711, 4.21874)
C (-1.35726, -0.33610, 2.02268)
H (-2.33781, -1.32068, 4.40847)
H (-0.97337, -3.46854, 1.27760)
H (-0.21603, 3.84516, 0.60856)
C (-0.04609, -0.92635, 2.21372)
C (0.65809, 2.67480, 2.22682)
C (2.12444, 3.04701, 2.00780)
C (3.01598, 2.65505, -1.10829)
C (-2.16404, 0.16891, -2.55332)
H (-3.53184, -2.12001, -0.80716)
N (0.98900, -1.72421, -1.84005)
C (2.16655, -1.98854, -1.24962)
O (-0.55936, -2.24780, -3.43415)
C (-3.04437, -2.30931, 1.89988)
H (-3.52613, 1.70800, -5.21203)

These are the Löwdin partial charges, in e, on atoms 1 to 8:
1. C -0.06
2. O -0.09
3. H 0.07
4. C 0.02
5. C -0.13
6. H 0.06
7. C -0.05
8. H 0.11

***

no.,total energy (eV),maximum force (eV/Å)
1,-17658.8039,4.3
2,-11011.6721,0.9
3,-6793.1995,2.9
4,-65957.3377,4.2
5,-21546.9892,3.7
6,-63935.6211,0.8